{
  "formula": "H25O12",
  "method": "the ωB97M-V functional and the def2-TZVPD basis",
  "multiplicity": 1,
  "lumo_energy_ev": -3.3,
  "homo_lumo_gap_ev": 10.68,
  "charge": 1,
  "symbols": ["O", "H", "H", "O", "O", "H", "H", "H", "H", "H", "H", "H", "H", "H", "H", "O", "H", "H", "O", "H", "O", "H", "H", "O", "H", "O", "H", "O", "O", "H", "H", "H", "H", "O", "O", "H", "H"],
  "coordinates": [[-2.851, 1.136, 1.376], [-1.197, 2.725, 2.694], [2.509, 1.866, -3.031], [2.167, 1.971, 1.039], [2.146, -3.223, -1.477], [0.628, -0.415, 2.907], [-0.479, 1.110, -2.906], [2.328, 2.908, 0.994], [-0.302, -1.679, -2.606], [0.387, 1.488, -0.149], [-1.774, 1.969, -3.146], [1.698, 0.372, -1.549], [-2.219, -2.058, 1.810], [1.824, -2.884, -2.314], [-2.482, 0.644, 0.631], [2.218, 1.404, -3.817], [-0.228, -0.777, 4.160], [-3.793, 1.202, 1.162], [-0.367, 1.261, 0.492], [-3.698, -1.817, 2.381], [-1.074, 1.767, -2.528], [0.956, -0.980, -3.048], [1.413, -3.738, -1.119], [0.879, -3.700, 1.369], [1.383, -4.513, 1.451], [0.633, -0.459, 3.867], [2.409, 0.470, -3.891], [-1.380, 3.072, 1.805], [0.162, -1.384, -3.395], [-0.902, 1.521, -0.302], [-0.566, 2.633, 1.291], [2.503, 1.270, 1.588], [-2.238, 2.417, 1.695], [0.819, 0.085, -1.269], [-2.792, -1.504, 2.345], [0.219, -3.618, 2.060], [1.061, -0.542, -0.572]],
  "lowdin_charge": [0.0070, 0.1446, 0.0388, -0.0292, -0.0520, 0.0089, 0.0129, 0.0598, 0.0404, 0.0721, 0.0538, 0.0613, 0.0339, 0.0063, 0.0779, -0.0210, 0.0354, 0.1162, -0.1236, 0.0491, -0.0424, -0.0195, 0.0237, -0.0521, 0.0498, -0.0485, 0.0356, 0.1416, -0.0431, 0.0604, 0.1302, 0.0593, 0.1106, -0.0648, -0.0476, 0.0284, 0.0858]
}



{
  "formula": "H25O13",
  "method": "the ωB97M-V functional and the def2-TZVPD basis",
  "multiplicity": 2,
  "s_squared": 0.759,
  "lumo_energy_ev": [-0.8, -6.4],
  "homo_lumo_gap_ev": [10.42, 4.82],
  "symbols": ["O", "O", "O", "O", "H", "H", "H", "O", "H", "H", "O", "H", "O", "H", "O", "H", "O", "H", "O", "O", "H", "H", "H", "H", "H", "H", "H", "H", "H", "O", "H", "O", "H", "H", "H", "H", "H", "H"],
  "coordinates": [[0.709, -1.032, -4.227], [0.075, 0.575, 1.173], [-0.212, -0.702, -1.305], [-0.508, 0.898, 3.741], [2.141, 2.013, 0.533], [0.439, -0.122, -4.215], [0.114, -1.569, -3.715], [-2.856, -0.588, 1.165], [2.655, -2.172, -0.862], [-0.725, -1.511, -1.244], [2.875, -2.493, -1.742], [-0.584, 1.277, 1.310], [2.786, -0.378, 0.449], [-2.786, -1.715, -0.004], [2.131, -1.175, 3.145], [0.280, 0.799, 4.283], [1.842, 2.330, -0.329], [2.080, -2.762, -2.199], [-3.227, 2.113, -2.144], [-3.108, -1.960, -0.925], [-2.400, 2.519, -1.894], [2.988, 0.342, -0.143], [-2.481, -2.620, -1.242], [-0.002, -0.767, 1.170], [-0.380, -0.153, -0.521], [-0.248, 0.619, 2.840], [-3.017, 1.306, -2.612], [-2.788, 0.170, 0.572], [1.848, -0.337, 0.698], [-0.456, -1.746, 1.295], [-0.165, 3.733, -1.078], [-0.566, 3.734, -0.211], [2.657, -1.021, 2.351], [-1.945, -0.881, 1.360], [-0.053, -2.383, 0.688], [0.040, 3.527, 0.492], [1.929, -0.269, 3.399], [0.914, 2.402, -0.052]],
  "lowdin_charge": [-0.0388, -0.0381, -0.0386, -0.0341, 0.0381, 0.0232, 0.0055, -0.0333, -0.0072, 0.0131, -0.0508, 0.0895, -0.0317, -0.0073, -0.0371, 0.0376, -0.0323, 0.0137, -0.0394, -0.0884, 0.0005, 0.0481, 0.0177, 0.0017, -0.0049, -0.0346, 0.0300, 0.0629, -0.0002, -0.0044, 0.0548, -0.0195, 0.0057, -0.0030, 0.0893, 0.0165, 0.0162, -0.0204]
}



Molecular weight
In order: 217.19 233.19
Unit: g/mol
Calculated total energy
In order: -24967.5144 -27018.2438
Unit: eV